No. 1
The following is a quantum chemistry calculation of C5H8N4O4S2 in the gas phase at a distorted geometry, from the Open Molecules 2025 dataset.

```
23
C5H8N4O4S2, DFT ωB97M-V with the def2-TZVPD basis set
C 1.3532 0.7677 1.8290
C -0.9758 0.9006 -0.0144
C -2.5053 0.0423 -1.7077
C -2.2442 1.1765 -0.5681
C 0.5691 -0.2775 1.4407
N 1.8776 1.6049 2.4270
N 2.9269 -0.5078 -0.1621
N -0.6834 0.0344 0.9554
N 0.8637 -1.6123 1.7728
O 2.0791 -1.8511 2.0890
O -0.0292 -2.4938 1.6920
O 2.0895 0.3499 -2.2771
O 0.6743 -1.1702 -0.9242
S 0.4357 1.8234 -0.6195
S 1.6045 -0.0977 -1.0287
H -1.4630 -0.2353 -2.0248
H -2.9946 -0.7684 -1.2641
H -3.1453 0.4783 -2.4576
H -3.0143 1.1669 0.1106
H -2.5090 2.1624 -1.1190
H 2.7272 -0.9523 0.8695
H 3.7286 0.1256 -0.1247
H -1.3652 -0.6666 1.1062
```

Computed properties:
LUMO level (spin up / spin down) = -0.061 / -0.061 hartree
ΔE to the lowest compared entry with this formula, charge and spin = 1.321 eV
frontier orbital gap (spin up / spin down) = 0.2637 / 0.2637 hartree

=====

No. 2
The following is a quantum chemistry calculation of a molecular structure, C6H5N2O4PtS3 at a distorted geometry, from the Open Molecules 2025 dataset.

```
21
C6H5N2O4PtS3, DFT ωB97M-V with the def2-TZVPD basis set
Pt 0.3831 -2.1147 0.4313
O 0.0691 -1.1251 -3.5785
N -0.3496 -0.1433 -2.8713
C -0.0837 1.1200 -3.3033
C -0.5085 2.2413 -2.6375
C -1.2418 2.0898 -1.4644
C -1.5025 0.8112 -1.0246
C -1.0614 -0.3295 -1.7043
S -1.4161 -1.9290 -1.1229
H 0.4926 1.1350 -4.2154
H -0.2521 3.2148 -3.0347
H -1.5785 2.9474 -0.8966
H -2.0270 0.6309 -0.0967
N 2.6921 -2.6686 2.3818
C 1.9505 -2.4946 1.4801
H 2.1688 -2.0549 3.3801
O 1.2433 -1.3646 4.4079
S 0.5423 -0.1798 3.7390
O 1.5283 0.7070 3.1516
O -0.3389 0.4219 4.7239
S -0.7101 -0.9153 2.2545
```

Computed properties:
net charge = -2
LUMO level (spin up / spin down) = 0.190 / 0.189 hartree
ΔE to the lowest compared entry with this formula, charge and spin = 1.236 eV
multiplicity = 2
frontier orbital gap (spin up / spin down) = 0.2043 / 0.2381 hartree

=====

No. 3
The following is a quantum chemistry calculation of C3H9NS in the gas phase at a distorted geometry, from the Open Molecules 2025 dataset.

```
14
C3H9NS, DFT ωB97M-V with the def2-TZVPD basis set
C 2.3098 -0.8169 -0.1649
N 1.1417 -1.4908 0.3345
C 0.0201 -0.6174 0.6650
C -0.1882 0.4778 -0.3804
S -1.8464 1.2337 -0.2727
H 2.5560 0.0882 0.4020
H 3.1914 -1.4615 -0.0557
H 2.2623 -0.6788 -1.2439
H 1.3172 -2.0844 1.1304
H 0.1728 -0.1250 1.6452
H -0.8954 -1.1774 0.8105
H -0.1906 -0.0379 -1.3117
H 0.5135 1.2938 -0.2827
H -2.4089 0.4583 0.6615
```

Computed properties:
LUMO level = 0.038 hartree
ΔE to the lowest compared entry with this formula, charge and spin = 0.758 eV
frontier orbital gap = 0.3642 hartree

=====

No. 4
The following is a quantum chemistry calculation of 9 unconnected molecules or ions with the total composition C4H26NO10 at a distorted geometry, from the Open Molecules 2025 dataset.

```
41
C4H26NO10, DFT ωB97M-V with the def2-TZVPD basis set
C 1.8962 -1.2376 -0.7312
C 2.7234 0.0605 -1.1838
C 1.7747 0.9834 -1.9739
C 0.6250 1.5136 -1.2450
O -0.1570 2.1713 -2.1022
O 0.3112 1.4521 -0.0621
N 1.6084 -1.0295 0.6960
H 0.9827 -1.1705 -1.3275
H 2.5187 -2.0906 -0.9565
H 3.6225 -0.2277 -1.7426
H 3.1260 0.4987 -0.2663
H 1.5671 0.4627 -2.9143
H 2.2612 1.8881 -2.4109
H -1.0163 2.5203 -1.8136
H 0.9526 -1.8219 1.0787
H 2.4467 -0.9957 1.2941
H 1.1432 -0.1452 0.9169
H -2.1312 -0.2369 -2.8232
H -2.0116 -0.4346 -4.4757
O -1.6139 -0.4979 -3.6015
H 3.5290 1.2445 2.0743
H 3.6298 0.1223 3.1360
O 3.6901 0.2920 2.1954
H -1.0943 -0.1736 2.6287
H -0.1166 -0.5913 3.7106
O -0.3673 -0.7580 2.8098
H -1.5979 0.5838 -0.6280
H -3.1547 0.7660 -0.7074
O -2.3542 0.6040 -1.2275
H -3.1347 -0.1638 1.9414
H -3.2090 1.3938 1.7689
O -3.1198 0.5378 1.2736
H -0.5582 -2.9204 0.3056
H -0.7824 -2.8036 1.7985
O -0.0568 -2.9349 1.1655
H -1.9524 -1.2021 -0.3579
H -2.1251 -2.3696 -1.4092
O -1.5669 -2.0254 -0.7054
H -1.5441 2.3760 1.7815
H -2.5042 3.5701 1.7968
O -2.2402 2.7896 2.2932
```

Computed properties:
net charge = +1
LUMO level = -0.102 hartree
ΔE to the lowest compared entry with this formula, charge and spin = 1.241 eV
frontier orbital gap = 0.3921 hartree

=====

No. 5
The following is a quantum chemistry calculation of 6 unconnected molecules or ions with the total composition H11O5S, from the Open Molecules 2025 dataset.

```
17
H11O5S, DFT ωB97M-V with the def2-TZVPD basis set
S -2.3308 -0.6582 0.3145
H -2.9987 -0.4441 -0.8300
H -0.0741 1.0777 0.4713
H -0.3494 2.4610 -0.0442
O 0.3837 1.8838 0.1908
H 1.6161 1.5696 1.6968
H 1.8795 0.7460 2.8669
O 2.2831 1.4907 2.4004
H 0.0500 -1.4385 2.9881
H -0.5469 -0.7111 1.8127
O 0.1702 -0.6376 2.4722
H -0.1381 -2.2354 -1.7828
H -0.5834 -1.2247 -0.7887
O 0.2345 -1.4802 -1.3066
H 0.5713 -0.6249 -3.0797
H -0.5511 0.1967 -3.6069
O 0.3839 0.0293 -3.7749
```

Computed properties:
net charge = -2
LUMO level (spin up / spin down) = 0.204 / 0.205 hartree
ΔE to the lowest compared entry with this formula, charge and spin = 0.500 eV
multiplicity = 2
frontier orbital gap (spin up / spin down) = 0.0797 / 0.2446 hartree

=====

No. 6
The following is a quantum chemistry calculation of 2 unconnected molecules or ions with the total composition C6H15N at a distorted geometry, from the Open Molecules 2025 dataset.

```
22
C6H15N, DFT ωB97M-V with the def2-TZVPD basis set
C 0.5371 0.1394 -0.4890
C -1.8711 0.6510 0.9487
C 0.7770 -0.9764 -1.4922
C 1.5683 0.1962 0.6214
C 0.5117 1.4671 -1.2451
C -0.9778 -1.5202 0.8916
N -1.5182 -0.5342 1.6363
H -1.0995 -0.3983 2.5477
H -2.6797 0.4817 0.2372
H -2.0962 1.4739 1.6231
H -0.3030 1.5005 -1.9739
H 1.0107 -1.9264 -1.0094
H 1.6257 -0.7560 -2.1614
H -0.0935 -1.1253 -2.1393
H 1.2015 0.7851 1.4721
H 1.8250 -0.7989 0.9884
H 2.5101 0.6671 0.2984
H 0.3879 2.3200 -0.5721
H 1.4563 1.6331 -1.7857
H -0.4470 -2.3055 1.4118
H -1.4485 -1.7221 -0.0586
H -0.8767 0.7481 0.2500
```

Computed properties:
LUMO level (spin up / spin down) = 0.026 / 0.031 hartree
ΔE to the lowest compared entry with this formula, charge and spin = 4.180 eV
frontier orbital gap (spin up / spin down) = 0.2657 / 0.2820 hartree

=====

No. 7
The following is a quantum chemistry calculation of C6H7N in the gas phase at a distorted geometry, from the Open Molecules 2025 dataset.

```
14
C6H7N, DFT ωB97M-V with the def2-TZVPD basis set
N -0.7697 3.1538 -0.3440
C -0.4839 2.0873 0.0023
C -0.1180 0.7309 0.4082
C 1.2626 0.2513 -0.1237
C 1.1045 -1.2528 -0.2368
C -0.2227 -1.5162 -0.3160
C -1.1180 -0.3410 -0.1053
H -0.0869 0.7113 1.5067
H 1.4388 0.6682 -1.1254
H 2.0977 0.5807 0.4987
H 0.9606 -1.9127 0.6668
H -0.5766 -2.5429 -0.4057
H -1.5808 -0.0649 -1.0508
H -1.9075 -0.5530 0.6251
```

Computed properties:
LUMO level = 0.024 hartree
ΔE to the lowest compared entry with this formula, charge and spin = 3.263 eV
frontier orbital gap = 0.3580 hartree